18
Properties=species:S:1:pos:R:3:nbo_charge:R:1 method="wB97M-V/def2-TZVPD" charge=0 e_above_lowest_kcal_mol=28.0 e_tot_ha=-381.240826 orbital_gap_ev=10.133
C -1.900 0.393 -0.241 -0.26
C 0.319 -1.753 -0.770 -0.71
C 1.995 -0.198 0.286 0.66
C 0.486 -0.383 -0.263 -0.07
N 2.528 1.040 0.348 -0.82
N -2.743 0.851 0.857 -0.82
C -0.421 0.547 0.002 -0.19
O 2.708 -1.195 0.205 -0.62
H 3.533 1.129 0.422 0.41
H 1.979 1.849 0.123 0.40
H -2.586 1.834 1.047 0.35
H -2.521 0.338 1.704 0.35
H -2.151 -0.650 -0.439 0.20
H -2.180 0.971 -1.128 0.20
H -0.134 1.488 0.472 0.18
H 1.438 -2.161 -0.601 0.29
H 0.062 -1.779 -1.829 0.22
H -0.410 -2.321 -0.193 0.22

11
Properties=species:S:1:pos:R:3:nbo_charge:R:1 method="wB97M-V/def2-TZVPD" charge=0 e_above_lowest_kcal_mol=100.6 e_tot_ha=-376.603472 orbital_gap_ev=9.858
C 1.230 -0.732 0.963 0.22
C -0.351 0.902 0.438 0.62
C 0.769 0.095 -0.143 -0.06
N 1.583 -1.261 1.936 -0.23
N -1.580 0.409 0.162 -0.80
O -0.029 1.722 1.238 -0.53
O 0.116 -1.373 -1.385 -0.78
H 1.518 0.810 -0.697 0.28
H -1.752 -0.066 -0.789 0.43
H -2.376 1.006 0.250 0.40
H 0.871 -1.511 -1.973 0.46

Look up the charge of the first one.
0

What is the charge in the first record?
0